i.
DFT (wB97M-V/def2-TZVPD) results for the ion C3H6NO2 with charge +1.

## Properties
total charge: +1
LUMO level (spin up / spin down): -7.5582 / -7.4046 eV
E_HOMO (spin up / spin down): -15.63 / -15.54 eV
frontier orbital gap (spin up / spin down): 8.1 / 8.1 eV

Last column: Löwdin charge in e.
CARTESIAN COORDINATES (ANGSTROEM)
C  -1.1377  0.4272  -0.2287  -0.39
C  -1.9040  1.4142  0.4233  0.34
C  1.9818  -1.0002  0.3064  -0.03
N  -0.1109  -0.0910  0.4493  0.21
O  -1.3430  0.1556  -1.4985  0.13
O  0.8134  -0.6852  -0.2784  -0.05
H  -1.8686  1.6366  1.5071  0.13
H  -2.5844  1.9930  -0.1657  0.11
H  2.8274  -0.5091  -0.1286  0.12
H  2.0858  -2.0746  0.1966  0.12
H  1.8669  -0.8134  1.3714  0.12
H  -0.6265  -0.4531  -1.9542  0.21

---

ii.
DFT (wB97M-V/def2-TZVPD) results for the ion C3H6NO2 with charge +1.

## Properties
total charge: +1
LUMO level: -3.6070 eV
SMILES string: O[C@@H]1[NH2+]C=CO1
E_HOMO: -14.47 eV
frontier orbital gap: 10.9 eV

Last column: Löwdin charge in e.
CARTESIAN COORDINATES (ANGSTROEM)
O  -1.2563  -1.4844  -0.4165  0.14
C  -0.0644  -1.0155  -0.0311  -0.21
N  -0.3721  0.1933  0.8942  0.14
C  0.4168  1.2862  0.3236  -0.02
C  0.9426  0.8361  -0.8204  -0.13
O  0.8538  -0.4220  -1.1346  0.07
H  -1.2866  -1.9984  -1.2197  0.15
H  0.6672  -1.6328  0.3920  0.16
H  0.0773  0.1041  1.8488  0.21
H  -1.3679  0.4286  1.0832  0.21
H  0.0192  2.2014  0.6618  0.12
H  1.3705  1.5035  -1.5814  0.17

---

iii.
DFT (wB97M-V/def2-TZVPD) results for the ion C3H6NO2 with charge +1.

## Properties
total charge: +1
LUMO level (spin up / spin down): -6.7933 / -6.6052 eV
E_HOMO (spin up / spin down): -14.33 / -14.52 eV
frontier orbital gap (spin up / spin down): 7.5 / 7.9 eV

Last column: Löwdin charge in e.
CARTESIAN COORDINATES (ANGSTROEM)
C  -0.3088  -0.3970  0.0683  -0.04
C  -2.6251  0.4634  -0.0493  0.23
C  2.0278  -0.3372  -0.0005  0.04
N  0.7761  0.4146  0.0268  -0.24
O  -1.6378  -0.3153  0.0585  0.10
O  0.8824  1.6290  0.0084  0.11
H  -0.0428  -1.4466  0.1336  0.16
H  -3.6021  -0.0055  -0.0106  0.14
H  -2.5368  1.5424  -0.1772  0.14
H  2.8433  0.3752  0.1356  0.12
H  2.1514  -0.8242  -0.9703  0.12
H  2.0724  -1.0989  0.7767  0.11

---

Of all the structures shown, which is most stable? ii, and iii is the least stable.